# 1
Below is a molecular structure, C8H11N2O at a distorted geometry, with properties calculated with the ωB97M-V functional and the def2-TZVPD basis.

```
22
C8H11N2O, DFT the ωB97M-V functional and the def2-TZVPD basis
C 0.3440 1.2154 2.8985
C -0.9685 0.6492 2.7834
C 1.1141 1.5022 1.7064
C -1.5913 0.4064 1.5509
C 0.5106 1.2065 0.4819
C -0.8132 0.7047 0.4465
C -0.0104 0.6418 -1.5987
C -0.3763 -2.2419 -2.0830
N 0.9530 1.1693 -0.8349
N 0.5614 -1.1818 -1.6352
O -1.1500 0.4966 -0.8587
H 0.9165 1.3817 3.7967
H -1.3877 0.3936 3.7536
H 2.2020 1.6689 1.7288
H -2.6199 0.0407 1.4653
H 0.0108 0.7757 -2.6531
H -1.3898 -1.9045 -1.8812
H -0.3000 -2.2984 -3.2621
H -0.1318 -3.1551 -1.5616
H 1.8588 1.4654 -1.2000
H 1.4619 -1.3245 -2.2793
H 0.8057 -1.6117 -0.7643
```

Results
Net charge: +1
E_LUMO in eV: -2.995
Electronic energy in eV: -13494.2041
2S+1: 1

# 2
Below is a gas-phase ion, C8H11N2O2 (charge +1) at a distorted geometry, with properties calculated with the ωB97M-V functional and the def2-TZVPD basis.

```
23
C8H11N2O2, DFT the ωB97M-V functional and the def2-TZVPD basis
C 1.8725 1.1478 -0.8953
C 1.8447 -0.5251 -2.9343
C -1.2520 -0.9464 1.5944
C 0.9120 -1.0400 0.1721
C -2.2288 0.2116 1.4216
C 0.9129 0.4928 -0.0293
C -0.6173 -1.0623 0.2059
C -0.6205 0.3627 -0.3704
N 2.0928 0.5595 -2.3787
N -1.4813 1.1804 0.5669
O 2.5886 2.0667 -0.7067
O 1.5442 -1.5327 -3.3756
H -0.4996 -0.6918 2.3405
H -1.7522 -1.8575 1.9082
H 1.3308 -1.5833 -0.6695
H 1.4161 -1.3538 1.0831
H -3.1038 -0.1177 0.8619
H -2.5411 0.6623 2.3616
H 1.0523 1.0131 0.9286
H -1.0952 -1.8321 -0.3945
H 2.6373 1.2774 -2.8587
H -2.1157 1.7728 0.0250
H -0.8967 1.7954 1.1431
```

Results
Net charge: +1
E_LUMO in eV: -4.628
Electronic energy in eV: -15538.9031
2S+1: 1

# 3
Below is C8H11N2OP in the gas phase at a distorted geometry, with properties calculated with the ωB97M-V functional and the def2-TZVPD basis.

```
23
C8H11N2OP, DFT the ωB97M-V functional and the def2-TZVPD basis
C -3.0049 0.7572 0.2972
C -2.2691 1.5391 -0.6177
C -2.3414 0.0948 1.2370
C -1.0143 1.3466 -0.9290
C -0.7529 0.0119 1.1979
C 2.0508 -0.7362 -0.1446
C 3.5078 -0.4556 -0.6554
C -0.2709 0.1695 -0.2017
N 1.1963 0.4145 -0.2689
N 1.7953 1.5933 -0.0947
O 1.1584 2.6062 0.0036
P 4.5809 0.3783 0.6826
H -4.0495 0.9340 0.5887
H -2.6922 2.4744 -1.0784
H -2.7590 -0.3432 2.0725
H -0.4330 2.1493 -1.5538
H -0.3265 0.7431 1.8915
H -0.6535 -0.9368 1.6635
H 1.6361 -1.7404 -0.5642
H 2.1916 -1.0873 0.8347
H 4.0589 -1.4172 -0.7988
H 3.5038 -0.0242 -1.6243
H -0.3875 -0.7073 -0.8337
```

Results
E_LUMO (spin up / spin down) in eV: 0.854 / -0.754
Electronic energy in eV: -22784.0642
<S²>: 2.005
2S+1: 3

# 4
Below is C8H11N3O2 in the gas phase at a distorted geometry, with properties calculated with the ωB97M-V functional and the def2-TZVPD basis.

```
24
C8H11N3O2, DFT the ωB97M-V functional and the def2-TZVPD basis
C -2.1955 -1.7526 0.5708
C -0.8590 -1.5945 0.2777
C -2.4012 -1.4553 1.9435
C 0.1071 1.2874 -0.6996
C 1.2079 -1.1203 -0.9284
C -0.4399 1.9955 0.5710
C 1.1970 0.2906 -0.2300
C 0.8114 0.1905 1.2780
N -0.0924 -1.8248 -0.9490
N -1.1888 -0.9215 2.3339
N -0.2171 -1.2090 1.3920
O -3.4487 -1.5291 2.5484
O 0.0896 1.2451 1.6904
H -2.8263 -2.0348 -0.2261
H -0.7136 0.7513 -0.9948
H 0.6407 1.8587 -1.4773
H 1.3784 -0.9297 -1.9373
H 1.8699 -1.9455 -0.4360
H -0.0257 2.9777 0.3931
H -1.5142 1.9345 0.7511
H 2.1622 0.7089 -0.5860
H 1.7463 -0.0997 1.8703
H -0.7216 -1.6822 -1.7238
H -1.0610 -0.6262 3.3007
```

Results
E_LUMO in eV: 0.506
Electronic energy in eV: -17036.6586
2S+1: 1
Structure (SMILES): O=c1cc2n([nH]1)[C@@H]1OCC[C@@H]1CN2

# 5
Below is 2 unconnected molecules or ions with the total composition C8H11N3O2 at a distorted geometry, with properties calculated with the ωB97M-V functional and the def2-TZVPD basis.

```
24
C8H11N3O2, DFT the ωB97M-V functional and the def2-TZVPD basis
C -2.0303 -2.0846 0.2369
C -2.9129 -1.3707 1.0687
C -1.1205 -1.4783 -0.5480
C -2.9702 0.0451 1.0407
C -1.0836 -0.0742 -0.6484
C -2.1562 0.7269 0.1006
C 3.8280 -1.2178 0.9043
C -1.5008 2.8607 -0.8291
N 1.5960 -0.3036 0.4398
N -0.1462 0.5679 -1.2616
N 2.5927 -0.6773 0.6720
O 0.8064 -0.0816 -1.8853
O -2.2636 2.0108 -0.0176
H -1.9826 -3.1571 0.5418
H -3.6831 -1.9063 1.8019
H -0.5186 -2.2080 -1.0943
H -3.5911 0.6403 1.6368
H 4.6647 -0.9264 0.1183
H 4.1621 -0.9874 2.0309
H 3.6966 -2.4426 0.9535
H -1.9630 3.7852 -0.6967
H -1.5658 2.6699 -1.8891
H -0.3957 2.8299 -0.4950
H 1.3518 0.4016 -2.5002
```

Results
Net charge: +2
E_LUMO (spin up / spin down) in eV: -9.223 / -9.221
Electronic energy in eV: -17016.5742
2S+1: 1

Sequential relative energy (zero: lowest compared OMol25 entry of this formula, charge and spin) output: 50.0; 111.8; 64.5; 19.3; 0.0 kcal/mol